{
  "formula": "C13H21N2",
  "method": "ωB97M-V with the def2-TZVPD basis set",
  "symbols": ["C", "C", "C", "C", "C", "C", "C", "C", "C", "C", "C", "C", "C", "N", "N", "H", "H", "H", "H", "H", "H", "H", "H", "H", "H", "H", "H", "H", "H", "H", "H", "H", "H", "H", "H", "H"],
  "positions_angstrom": [[2.935, 2.498, 0.575], [1.677, 2.919, 0.618], [3.396, 1.251, 1.062], [0.798, 1.874, 1.159], [2.525, 0.233, 1.411], [1.132, 0.496, 1.517], [-1.690, 0.356, -2.962], [-0.205, 0.668, -2.677], [-2.110, -0.634, -1.932], [0.162, -0.262, -1.501], [0.548, -1.527, 2.662], [0.047, -0.280, 1.981], [-0.916, -1.232, 0.444], [-2.125, -1.642, 0.994], [-1.130, -0.304, -0.747], [3.722, 3.114, 0.269], [1.308, 3.876, 0.165], [4.397, 1.098, 0.946], [-0.254, 2.247, 1.354], [2.969, -0.640, 1.783], [-2.210, 1.282, -2.843], [-1.791, 0.008, -3.968], [0.496, 0.525, -3.578], [0.173, 1.686, -2.331], [-3.248, -0.442, -1.878], [-1.914, -1.690, -2.137], [0.252, -1.258, -1.928], [1.044, 0.004, -0.939], [1.166, -2.088, 2.057], [-0.203, -2.123, 3.001], [1.241, -1.243, 3.506], [-0.754, 0.151, 2.507], [-0.261, -1.993, 0.071], [-2.587, -1.113, 1.662], [-2.452, -2.459, 0.515], [-1.398, 0.603, -0.449]],
  "mulliken_charge": [-0.24, -0.92, -0.95, -0.07, -0.25, 0.13, -0.62, -0.67, -0.52, -0.52, -1.91, 0.24, -0.70, -0.40, 0.17, 0.41, 0.40, 0.46, 0.30, 0.45, 0.32, 0.38, 0.37, 0.28, 0.27, 0.41, 0.46, 0.28, 0.52, 0.48, 0.41, 0.75, 0.47, 0.18, 0.24, 0.36],
  "e_above_lowest_ev": 4.437,
  "e_homo_ev": -11.8,
  "charge": 1
}